A cluster of 11 separate species, C38H76O11 in total in a non-equilibrium geometry, computed with ωB97M-V/def2-TZVPD.

The value obtained for the HOMO energy is -9.2119 eV. Its spin multiplicity is 1. Its net charge is 0. Its SMILES is C1CCOC1.C1CCOC1.C1CCOC1.C1CCOC1.C1CCOC1.CC(C)=O.CC(C)=O.CC(C)=O.CC(C)=O.CC(C)=O.CC(C)=O. The total energy comes out at -63156.7715 eV. The calculation puts the gap between HOMO and LUMO at 9.8379 eV. As for the largest force on an atom: 3.39 eV/A.

Atoms and positions in Å:
C: 0.8774 2.3637 -3.5121
C: 0.3493 3.7677 -3.5258
O: 0.9196 4.6109 -2.8439
C: -0.8116 4.0805 -4.4069
H: 0.1656 1.5492 -3.3775
H: 1.5539 2.3135 -2.6589
H: 1.5552 2.1917 -4.3482
H: -1.6501 3.4120 -4.2116
H: -0.3969 3.8742 -5.3936
H: -0.9628 5.1584 -4.3481
C: -0.7735 -2.4108 -4.2315
C: 0.5311 -2.6974 -4.9023
O: 1.5496 -2.0592 -4.6300
C: 0.5635 -3.7779 -5.9875
H: -0.6800 -1.4492 -3.7269
H: -0.9360 -3.0841 -3.3899
H: -1.6248 -2.4836 -4.9084
H: 1.2858 -3.4842 -6.7492
H: -0.4740 -3.8008 -6.3208
H: 0.8140 -4.7831 -5.6484
C: -2.6869 0.9963 2.5668
C: -4.0833 1.1458 1.9870
O: -5.1060 0.6633 2.5216
C: -4.2083 1.6171 0.6037
H: -2.0659 1.8575 2.3204
H: -2.1667 0.0929 2.2484
H: -2.8529 0.8883 3.6387
H: -3.6066 2.5078 0.4231
H: -5.2584 1.7927 0.3703
H: -3.6761 0.8245 0.0779
C: -0.7837 1.3799 -0.3773
C: -0.2620 -0.0109 -0.3827
O: -0.7812 -0.8788 0.3169
C: 1.0212 -0.3287 -1.1187
H: 0.0527 2.0692 -0.2614
H: -1.5347 1.6126 0.3777
H: -1.2053 1.5533 -1.3674
H: 1.6983 -0.9492 -0.5317
H: 1.5555 0.6124 -1.2492
H: 0.9628 -0.7814 -2.1085
C: -4.7398 4.9992 -1.6340
C: -3.4339 4.1615 -1.6601
O: -3.3353 3.1061 -2.2846
C: -2.2213 4.8476 -1.1160
H: -5.2033 5.1734 -0.6630
H: -5.4279 4.4263 -2.2556
H: -4.5732 6.0007 -2.0308
H: -1.4101 4.6369 -1.8129
H: -2.0363 4.3502 -0.1639
H: -2.3295 5.9228 -0.9736
C: 1.7345 1.3260 5.4589
C: 1.0467 1.5399 4.1193
O: -0.0212 2.1826 4.1124
C: 1.4575 0.8189 2.8253
H: 1.3165 1.9549 6.2449
H: 2.7987 1.5601 5.4875
H: 1.5483 0.3073 5.7988
H: 2.0292 -0.0796 3.0575
H: 2.1192 1.5190 2.3152
H: 0.6018 0.5750 2.1958
C: 5.6345 -0.1091 -0.9447
C: 4.8155 -1.2289 -1.4043
C: 4.1188 -0.6550 -2.6625
O: 4.0178 0.7215 -2.3832
C: 5.1651 1.1768 -1.7048
H: 6.7076 -0.2748 -1.0402
H: 5.5404 0.0427 0.1305
H: 4.0541 -1.3722 -0.6376
H: 5.3139 -2.1836 -1.5727
H: 3.1222 -1.0463 -2.8672
H: 4.6928 -0.8719 -3.5633
H: 4.9247 2.0741 -1.1345
H: 5.9448 1.4548 -2.4140
C: -0.8268 -3.5418 4.2452
C: 0.4791 -3.7765 4.8342
C: 1.3155 -2.5667 4.4063
O: 0.3273 -1.5448 4.3863
C: -0.8733 -2.0664 3.8470
H: -1.5908 -3.6975 5.0069
H: -0.9420 -4.1347 3.3379
H: 0.9600 -4.7086 4.5375
H: 0.3122 -3.8310 5.9100
H: 1.8033 -2.6841 3.4386
H: 2.0829 -2.4330 5.1687
H: -0.9507 -1.9357 2.7676
H: -1.7420 -1.4984 4.1799
C: 2.2676 4.8564 1.9489
C: 1.7461 4.6938 0.5037
C: 2.7585 3.6325 0.0187
O: 3.4786 3.1340 1.0931
C: 3.6505 4.2183 2.0014
H: 1.6644 4.3095 2.6735
H: 2.3333 5.9125 2.2104
H: 1.8896 5.6056 -0.0761
H: 0.6965 4.4125 0.4181
H: 3.4942 3.9695 -0.7115
H: 2.2597 2.7887 -0.4581
H: 4.4627 4.8816 1.7040
H: 4.0313 3.8284 2.9454
C: -5.2005 -2.9202 1.0335
C: -3.7249 -2.6347 0.9019
C: -3.5113 -2.6959 -0.6378
O: -4.4121 -3.6621 -1.0621
C: -5.5082 -3.7791 -0.1490
H: -5.7742 -1.9967 1.1113
H: -5.3404 -3.4965 1.9481
H: -3.1097 -3.3918 1.3880
H: -3.4312 -1.6350 1.2219
H: -2.4911 -3.0480 -0.7910
H: -3.6864 -1.7336 -1.1188
H: -5.8127 -4.7985 0.0878
H: -6.4088 -3.3736 -0.6100
C: 0.7772 -4.1532 1.1046
C: 2.0411 -4.2176 0.2041
C: 1.4129 -3.9457 -1.1656
O: 0.0020 -4.1582 -1.0383
C: -0.3346 -4.7551 0.1453
H: 0.4895 -3.1162 1.2776
H: 0.8752 -4.6436 2.0731
H: 2.5253 -5.1941 0.2030
H: 2.8052 -3.5494 0.6012
H: 1.8989 -4.6142 -1.8761
H: 1.6215 -2.8930 -1.3566
H: -0.2586 -5.8277 -0.0331
H: -1.3722 -4.6031 0.4424

=====

A cluster of 3 separate species, C38H78Cl2F5N8O8P3S in total in a non-equilibrium geometry, computed with ωB97M-V/def2-TZVPD.

The value obtained for the HOMO energy is -7.5326 eV. The value obtained for the energy relative to the best compared isomer or geometry (same formula, charge and spin) is 699.52 kJ/mol. Its spin multiplicity is 1. Its net charge is 0. Its SMILES is C=C[C@@](O[C@@](CC)(N(C(C)=O)C(C)=O)[C@](CCCC(F)(F)C(F)(F)F)(ON=O)O[C@@H](CC)[PH2]=S)([C@H](C)CC)[C@H](Cl)[C@@H](C)Cl.CN(C)P(=O)(N(C)C)N(C)C.CN(C)P(=O)(N(C)C)N(C)C. The total energy comes out at -146284.4106 eV. The calculation puts the gap between HOMO and LUMO at 6.5232 eV. As for the largest force on an atom: 7.07 eV/A.

Atoms and positions in Å:
C: -5.9341 1.0738 -5.0967
C: -6.7671 1.4728 -4.0011
C: -6.2697 1.7296 -2.4425
O: -5.0270 1.1470 -2.3689
C: -3.8725 1.3032 -1.6181
C: -3.5089 2.6670 -0.8748
C: -4.5022 3.1409 0.3168
N: -3.6921 0.2006 -0.6602
C: -4.0856 -1.1483 -0.9022
C: -3.3291 -2.3179 -1.7301
O: -5.0964 -1.6203 -0.2927
C: -3.0599 0.3332 0.6185
C: -3.9523 0.1910 1.9675
O: -1.8389 0.5322 0.8777
C: -2.6488 1.0811 -2.7475
C: -2.1841 2.4339 -3.4628
C: -3.3011 3.2790 -4.2263
C: -3.2152 4.8851 -3.9622
C: -1.7623 5.4914 -4.1724
F: -1.0310 5.5681 -2.9361
F: -0.9826 4.8545 -5.1588
C: -1.9730 7.0514 -4.5942
F: -0.8838 7.8506 -4.1441
F: -3.0900 7.5294 -3.8369
F: -2.2457 7.2225 -5.9551
O: -3.2131 0.1381 -3.6824
N: -2.7810 0.2406 -4.9494
O: -2.9007 -0.8190 -5.4879
O: -1.4594 0.6584 -2.0647
C: -0.6604 -0.3296 -2.6847
C: 0.3884 0.1593 -3.8023
C: 1.1598 -1.1863 -4.3211
P: 0.4418 -1.0244 -1.2545
S: 1.3546 0.4667 -0.3448
C: -6.5193 3.3172 -2.3003
C: -7.5139 3.7794 -1.1234
C: -6.9999 4.0796 -3.6549
C: -7.0270 5.7076 -3.4442
C: -7.4091 0.8080 -1.7178
Cl: -7.2744 0.6863 0.0986
C: -7.7241 -0.6345 -2.2890
C: -9.1007 -0.6772 -3.1740
Cl: -6.5080 -1.6245 -3.1803
H: -5.8033 -0.0372 -5.3775
H: -5.3943 1.8486 -5.7378
H: -7.9002 1.5552 -4.2057
H: -3.5344 3.6006 -1.5539
H: -2.4232 2.7070 -0.4844
H: -5.0738 4.1006 0.0509
H: -3.7972 3.4601 1.1756
H: -5.1514 2.3178 0.7424
H: -3.5357 -2.2710 -2.8468
H: -3.6824 -3.3606 -1.3902
H: -2.2141 -2.2894 -1.4614
H: -3.5334 0.8092 2.8228
H: -5.0554 0.3924 1.7782
H: -3.8771 -0.9128 2.2850
H: -1.6552 3.1675 -2.7442
H: -1.3553 2.2251 -4.2362
H: -3.1132 3.1648 -5.3579
H: -4.3681 3.0025 -3.9647
H: -3.7188 5.1903 -2.9808
H: -3.8771 5.3423 -4.7910
H: -1.1734 -1.2501 -3.1149
H: -0.1183 0.5535 -4.7602
H: 1.1119 0.9250 -3.3740
H: 0.9930 -1.3054 -5.4565
H: 2.2824 -1.0863 -4.1785
H: 0.7270 -2.1394 -3.8577
H: 1.3882 -1.9896 -1.7105
H: -0.4085 -1.7192 -0.3048
H: -5.5637 3.9276 -2.0751
H: -7.5831 4.9109 -0.9849
H: -8.6013 3.4243 -1.2839
H: -7.1924 3.4037 -0.0823
H: -8.0593 3.8351 -3.9729
H: -6.2202 4.0058 -4.5016
H: -6.8497 6.2251 -4.4579
H: -8.0512 6.0173 -3.0173
H: -6.1558 5.9915 -2.7686
H: -8.3904 1.3848 -1.9191
H: -8.0213 -1.2814 -1.3777
H: -9.9007 0.0199 -2.7681
H: -8.8135 -0.4312 -4.2630
H: -9.4038 -1.7799 -3.1852
O: 6.1290 -0.5268 4.9757
P: 5.4145 0.4016 3.9750
N: 6.6609 0.3704 2.8311
C: 7.8240 1.2122 2.6873
C: 6.7619 -0.8369 2.0209
N: 5.3610 1.7345 5.0709
C: 6.2095 2.9072 5.0483
C: 5.1502 1.3611 6.4775
N: 4.5224 1.4112 2.8325
C: 4.9846 2.3419 1.8265
C: 3.0981 1.5494 3.1277
H: 7.9801 1.4481 1.6272
H: 8.7320 0.7333 3.0695
H: 7.7280 2.1767 3.1753
H: 6.0755 -0.7775 1.1678
H: 6.5005 -1.7261 2.6025
H: 7.7699 -1.0014 1.6310
H: 7.2637 2.6538 5.1996
H: 5.9344 3.6063 5.8449
H: 6.0792 3.4912 4.1351
H: 6.0906 1.0673 6.9630
H: 4.4472 0.5307 6.5643
H: 4.7178 2.1919 7.0446
H: 5.7818 3.0003 2.1714
H: 4.1817 3.0048 1.4900
H: 5.3398 1.8123 0.9369
H: 2.9098 2.4162 3.7715
H: 2.7268 0.6593 3.6496
H: 2.5010 1.6463 2.2191
O: 4.0173 -5.9950 2.6261
P: 5.4120 -5.7246 3.2214
N: 6.2064 -6.8630 2.2538
C: 6.4545 -8.2681 2.4692
C: 6.4472 -6.4758 0.8698
N: 4.9522 -6.1988 4.8164
C: 5.2755 -7.4469 5.4746
C: 3.5751 -5.8403 5.1873
N: 6.9999 -5.3255 3.8870
C: 8.1869 -6.1335 4.0589
C: 7.0450 -4.0737 4.6406
H: 7.4752 -8.5157 2.1515
H: 5.7580 -8.9024 1.9104
H: 6.4085 -8.5648 3.5120
H: 7.3647 -5.8793 0.7988
H: 5.6219 -5.8728 0.4792
H: 6.5522 -7.3352 0.2025
H: 4.8485 -8.3089 4.9521
H: 4.8789 -7.4668 6.4951
H: 6.3514 -7.5721 5.6127
H: 2.8514 -6.5783 4.8157
H: 3.3008 -4.8622 4.7883
H: 3.4657 -5.7717 6.2745
H: 7.9878 -7.1247 4.4658
H: 8.8951 -5.6691 4.7519
H: 8.7190 -6.2547 3.1098
H: 6.8360 -4.2434 5.7026
H: 6.2939 -3.3707 4.2617
H: 8.0112 -3.5740 4.5451

=====

A structure of composition C38H79In2N4O6 in a non-equilibrium geometry, computed with ωB97M-V/def2-TZVPD.

The value obtained for the HOMO energy is -19.2275 eV. Its spin multiplicity is 1. Its net charge is +5. The total energy comes out at -69212.6354 eV. The calculation puts the gap between HOMO and LUMO at 1.9936 eV. As for the largest force on an atom: 3.42 eV/A.

Atoms and positions in Å:
In: -0.3199 -0.2103 4.9122
In: 3.2943 -2.8645 1.9338
C: 0.9358 0.6446 0.1765
C: 0.5368 0.0355 1.4985
O: 1.2958 -0.6587 2.2090
O: -0.6046 0.2815 1.9980
H: 0.7023 1.7043 0.2796
H: 0.3516 0.2395 -0.6497
H: 2.0054 0.4599 0.0765
C: 0.0368 2.5083 -3.8349
C: 0.2943 1.2447 -4.6541
C: -0.1955 1.6027 -6.0277
C: 0.3580 0.7039 -7.1899
C: 1.8885 0.6351 -7.1254
C: 2.3936 0.1572 -5.7254
N: 1.7175 0.8818 -4.6100
O: 2.1087 0.4825 -3.3242
C: 2.1595 -1.3563 -5.6541
C: 3.9360 0.4859 -5.7287
C: -0.5915 0.1473 -4.0482
H: 0.2678 2.1837 -2.8203
H: -0.9705 2.9197 -3.8993
H: 0.7210 3.3361 -4.0212
H: -1.2718 1.4589 -6.1227
H: -0.0505 2.6758 -6.1525
H: -0.0493 1.2028 -8.0693
H: -0.0532 -0.2809 -6.9679
H: 2.1934 1.6691 -7.2867
H: 2.0797 -0.0852 -7.9209
H: 2.4740 -1.8350 -4.7267
H: 1.1005 -1.6056 -5.7198
H: 2.6696 -1.7416 -6.5370
H: 4.4025 0.0776 -4.8322
H: 4.4696 0.1400 -6.6140
H: 4.0590 1.5681 -5.6871
H: -0.3579 -0.0305 -2.9985
H: -0.5655 -0.8252 -4.5397
H: -1.6675 0.3189 -4.0776
H: 3.0203 0.7835 -3.3185
C: -1.3446 -3.5576 -1.3576
C: -0.1094 -4.0841 -0.4645
C: -0.0564 -5.6758 -0.4947
C: 0.2412 -6.2157 -1.8386
C: 1.6464 -5.7276 -2.2500
C: 1.8606 -4.1749 -2.2255
N: 1.2603 -3.6204 -0.9603
O: 1.4645 -2.2880 -0.7326
C: 3.4184 -3.9196 -2.2962
C: 1.1262 -3.6864 -3.5364
C: -0.3331 -3.6906 1.0448
H: -2.1896 -3.3125 -0.7143
H: -1.5606 -4.3178 -2.1083
H: -0.9727 -2.6466 -1.8265
H: 0.6833 -6.1464 0.1529
H: -1.0475 -6.0192 -0.1984
H: -0.6322 -5.9986 -2.4534
H: 0.1223 -7.2869 -1.6763
H: 1.8454 -6.1438 -3.2375
H: 2.3419 -6.2862 -1.6236
H: 3.9784 -4.4912 -1.5561
H: 3.7635 -4.2887 -3.2620
H: 3.5987 -2.8499 -2.1893
H: 1.6341 -3.7914 -4.4951
H: 0.1460 -4.1508 -3.6443
H: 0.7838 -2.6517 -3.5411
H: 0.3612 -4.2358 1.6841
H: -1.3643 -4.0293 1.1457
H: -0.3639 -2.6502 1.3682
H: 1.2902 -1.8173 -1.5509
C: 3.6729 2.1865 2.8722
C: 3.2109 3.4515 3.5712
C: 3.6131 4.5730 2.5409
C: 2.9415 5.9068 2.8194
C: 1.3977 5.6869 2.8254
C: 0.9024 4.6399 3.8648
N: 1.7452 3.4268 3.7732
O: 1.4563 2.5089 4.8760
C: 0.9085 5.2872 5.2515
C: -0.5286 4.2496 3.3281
C: 4.0613 3.6722 4.8460
H: 4.7542 2.1305 2.7471
H: 3.2138 2.0955 1.8878
H: 3.4322 1.2479 3.3714
H: 4.6835 4.7582 2.6307
H: 3.4424 4.3394 1.4900
H: 3.2390 6.6717 2.1021
H: 3.3452 6.2222 3.7815
H: 1.0283 5.4362 1.8311
H: 1.0312 6.6800 3.0853
H: 1.9195 5.3185 5.6578
H: 0.6258 6.3398 5.2624
H: 0.2654 4.7366 5.9380
H: -0.9750 3.3966 3.8392
H: -1.2874 5.0319 3.3095
H: -0.4459 3.7816 2.3472
H: 3.6794 4.5099 5.4296
H: 5.0943 3.9772 4.6791
H: 3.9817 2.7816 5.4693
H: 1.9915 2.8926 5.5745
C: -5.4593 -2.0678 3.5071
C: -4.0433 -1.8250 3.0505
C: -4.0008 -1.9591 1.4570
C: -4.7570 -0.9307 0.7395
C: -4.4155 0.4490 1.2049
C: -4.4528 0.6463 2.7434
N: -3.6884 -0.4586 3.3693
O: -3.3505 -0.2912 4.6719
C: -3.6329 1.9612 2.9579
C: -5.9362 1.0355 3.2263
C: -3.1319 -2.9120 3.6168
H: -6.3088 -1.7560 2.8994
H: -5.6970 -1.7522 4.5229
H: -5.4842 -3.1384 3.7102
H: -2.9383 -1.8892 1.2240
H: -4.4312 -2.8699 1.0404
H: -5.8122 -1.2010 0.7000
H: -4.5436 -0.9847 -0.3281
H: -5.0634 1.1740 0.7124
H: -3.4389 0.7017 0.7920
H: -3.6623 2.2082 4.0191
H: -2.6086 2.0211 2.5900
H: -4.2144 2.8224 2.6286
H: -5.9340 1.4001 4.2535
H: -6.2491 1.9292 2.6865
H: -6.7201 0.2871 3.1100
H: -2.0925 -2.5840 3.6351
H: -3.1343 -3.8886 3.1326
H: -3.3596 -3.1357 4.6590
H: -4.2056 -0.2290 5.1037